Entry a
22
Properties=species:S:1:pos:R:3:nbo_charge:R:1 method="wB97M-V/def2-TZVPD" smiles="CN[C@](C)(C=O)CC#N.O" gap_ev=10.4
C 0.208 -2.036 -2.071 -0.418
N -0.630 -1.066 -1.380 -0.626
C -0.072 -0.503 -0.154 0.015
C 1.245 0.251 -0.333 -0.639
C 0.064 -1.671 0.823 0.430
O 1.000 -1.842 1.563 -0.492
C -1.172 0.426 0.428 -0.515
C -0.817 1.085 1.691 0.315
N -0.570 1.354 2.803 -0.345
H 0.394 -2.909 -1.429 0.200
H -0.324 -2.392 -2.962 0.214
H 1.185 -1.638 -2.398 0.175
H -0.872 -0.318 -2.026 0.363
H 1.097 1.079 -1.039 0.208
H 1.602 0.662 0.620 0.241
H 2.028 -0.412 -0.723 0.230
H -0.797 -2.379 0.801 0.125
H -1.396 1.208 -0.313 0.254
H -2.099 -0.145 0.584 0.270
O -0.262 4.056 1.801 -0.963
H -0.134 3.436 2.617 0.498
H 0.323 3.756 1.098 0.462


Entry b
22
Properties=species:S:1:pos:R:3:nbo_charge:R:1 method="wB97M-V/def2-TZVPD" smiles="CCN[C@H]1C[C@]1(O)C(N)=O" gap_ev=9.4
C -3.517 0.319 0.610 -0.610
C -2.275 -0.441 0.179 -0.209
N -1.067 0.307 0.495 -0.615
C 0.145 -0.390 0.215 -0.031
C 0.724 -0.482 -1.180 -0.474
C 1.359 0.431 -0.164 0.139
O 1.162 1.790 -0.351 -0.668
C 2.650 0.100 0.520 0.618
N 3.538 -0.726 -0.044 -0.844
O 3.202 0.931 1.279 -0.614
H -3.513 0.486 1.697 0.215
H -3.569 1.298 0.112 0.201
H -4.424 -0.242 0.347 0.211
H -2.225 -1.407 0.706 0.184
H -2.336 -0.677 -0.902 0.158
H -1.063 1.208 0.024 0.375
H 0.323 -1.252 0.866 0.203
H 1.250 -1.383 -1.498 0.211
H 0.178 0.036 -1.971 0.230
H 1.750 2.057 -1.072 0.479
H 3.218 -1.665 -0.243 0.396
H 4.491 -0.300 0.376 0.443


entry a is favored, and the nearest alternative lies 0.0291 hartree above it.